2 unconnected molecules or ions with the total composition C6H14O, computed with the ωB97M-V functional and the def2-TZVPD basis.

ΔE to the lowest compared entry with this formula, charge and spin (kJ/mol): 200.0
Largest force on an atom (eV/A): 0.30
Energy (eV): -8494.819
SMILES: C/C=C/OCCC.[H][H]
Kohn-Sham gap (eV): 9.62

The geometry in ORCA input format:
```
! RIJCOSX wB97M-V def2-TZVPD def2/J DEFGRID3
* xyz 0 1
C 1.250 3.186 1.663
C 0.310 2.482 0.730
C 0.181 1.160 0.681
O -0.729 0.543 -0.122
C -0.462 -0.823 -0.385
C -1.626 -1.401 -1.167
C -1.424 -2.881 -1.480
H 1.853 2.472 2.234
H 1.937 3.844 1.118
H 0.708 3.814 2.381
H -0.311 3.084 0.070
H 0.777 0.496 1.312
H -0.327 -1.370 0.563
H 0.471 -0.922 -0.961
H -1.744 -0.828 -2.093
H -2.542 -1.253 -0.586
H -1.326 -3.473 -0.562
H -0.520 -3.043 -2.077
H -2.272 -3.282 -2.044
H 3.116 -0.727 0.605
H 2.680 -1.080 0.120
*
```

9 unconnected molecules or ions with the total composition H19O9 in a non-equilibrium geometry, computed with the ωB97M-V functional and the def2-TZVPD basis.

ΔE to the lowest compared entry with this formula, charge and spin (kJ/mol): 340.8
Largest force on an atom (eV/A): 10.35
Energy (eV): -18711.741
Kohn-Sham gap (alpha / beta) (eV): 9.76 / 2.22
⟨S²⟩: 0.7566

The geometry in ORCA input format:
```
! RIJCOSX wB97M-V def2-TZVPD def2/J DEFGRID3
* xyz 2 2
O 0.727 2.315 -0.902
H -1.496 -0.623 1.005
H -0.238 -4.078 1.323
O -1.153 -2.721 -2.652
H -1.532 -3.158 -1.926
O -0.956 3.941 -1.130
H 0.605 -1.107 -1.467
H -1.755 4.138 -1.578
O 1.036 -1.668 -0.141
H -0.505 4.768 -1.319
H -1.460 -2.316 -3.404
O 1.805 -1.373 2.818
H -0.411 0.391 0.561
H 2.226 -0.874 3.565
O -1.130 -0.329 0.193
H 1.004 -2.715 -0.223
H 0.864 -0.976 2.863
O 0.212 2.770 1.891
H 0.647 2.786 -1.725
H 0.115 3.612 1.365
O 0.211 -0.310 -2.253
H 0.171 -1.464 0.251
H -0.534 2.851 2.529
O 0.126 -3.245 1.750
H -0.739 -0.307 -1.919
H 0.649 0.482 -1.740
H 0.597 2.351 -0.058
H 0.915 -3.141 2.323
*
```

2 unconnected molecules or ions with the total composition C2H10N2O in a non-equilibrium geometry, computed with the ωB97M-V functional and the def2-TZVPD basis.

ΔE to the lowest compared entry with this formula, charge and spin (kJ/mol): 62.8
Largest force on an atom (eV/A): 1.15
Energy (eV): -7263.272
SMILES: NCCN.O
Kohn-Sham gap (eV): 9.85

The geometry in ORCA input format:
```
! RIJCOSX wB97M-V def2-TZVPD def2/J DEFGRID3
* xyz 0 1
N 0.726 1.140 1.571
C 1.153 1.087 0.176
C 0.017 0.795 -0.854
N -1.351 0.650 -0.315
H 1.555 1.182 2.118
H 0.122 0.396 1.877
H 1.925 0.342 0.017
H 1.554 2.064 -0.093
H -0.047 1.661 -1.505
H 0.223 -0.106 -1.425
H -1.633 1.578 -0.044
H -1.400 0.064 0.512
O -0.894 -3.293 -0.468
H -1.255 -3.349 -1.352
H -0.694 -4.211 -0.216
*
```

A molecular structure, C32H32BN10O3RuS3Se, computed with the ωB97M-V functional and the def2-TZVPD basis.

ΔE to the lowest compared entry with this formula, charge and spin (kJ/mol): 107.7
Largest force on an atom (eV/A): 0.88
Energy (eV): -155859.504
Kohn-Sham gap (alpha / beta) (eV): 6.31 / 6.06
⟨S²⟩: 0.8453

The geometry in ORCA input format:
```
! RIJCOSX wB97M-V def2-TZVPD def2/J DEFGRID3
* xyz 0 2
Ru 0.018 0.079 0.407
C -4.198 3.700 -1.434
C -3.036 4.279 -0.939
C -2.134 3.530 -0.199
C -2.392 2.186 0.052
C -3.553 1.601 -0.442
C -4.451 2.361 -1.182
N -1.503 1.435 0.895
C -1.577 1.657 2.200
C -2.474 2.579 2.844
C -2.469 2.691 4.194
C -1.613 1.908 5.032
C -0.778 1.000 4.476
C -0.749 0.866 3.062
N 0.012 -0.015 2.405
N 0.716 -0.910 3.034
C 1.297 -1.796 2.161
C 2.125 -2.802 2.678
C 2.705 -3.699 1.813
C 2.439 -3.609 0.445
C 1.613 -2.603 0.002
N 1.060 -1.707 0.832
H -4.904 4.293 -2.003
H -2.825 5.325 -1.122
H -1.234 3.991 0.187
H -3.764 0.562 -0.242
H -5.357 1.897 -1.551
H -3.133 3.185 2.242
H -3.139 3.401 4.663
H -1.643 2.053 6.103
H -0.114 0.383 5.064
H 2.296 -2.827 3.744
H 3.363 -4.470 2.194
H 2.874 -4.295 -0.267
H 1.366 -2.482 -1.045
C -1.026 -3.806 2.133
N -1.077 -3.827 0.680
C -0.825 -4.931 -0.094
C -1.069 -4.565 -1.376
N -1.482 -3.255 -1.385
B -2.162 -2.738 -2.726
N -2.289 -1.197 -2.895
C -3.372 -0.660 -3.559
C -3.115 0.647 -3.793
N -1.878 0.910 -3.258
C -1.178 2.186 -3.308
C -1.389 -0.222 -2.716
S 0.171 -0.389 -2.017
C -1.496 -2.821 -0.124
S -1.900 -1.230 0.446
H -0.134 -4.333 2.465
H -1.915 -4.288 2.538
H -0.994 -2.775 2.474
H -0.481 -5.857 0.330
H -0.992 -5.126 -2.289
H -1.495 -3.206 -3.616
H -3.290 -3.172 -2.726
H -4.227 -1.262 -3.806
H -3.704 1.415 -4.261
H -0.636 2.345 -2.380
H -1.919 2.970 -3.440
H -0.475 2.190 -4.141
Se 3.571 0.768 2.123
N 2.844 0.333 0.553
C 3.834 -0.044 -0.240
C 3.692 -0.419 -1.615
C 4.794 -0.798 -2.303
C 6.097 -0.834 -1.698
C 6.282 -0.478 -0.407
C 5.147 -0.066 0.364
N 5.204 0.308 1.629
H 2.720 -0.365 -2.087
H 4.701 -1.071 -3.347
H 6.941 -1.144 -2.301
H 7.255 -0.489 0.065
C 2.893 3.653 -0.049
S 1.257 3.244 0.503
O 0.554 4.511 0.506
O 1.369 2.619 1.822
O 0.723 2.280 -0.497
H 3.301 4.374 0.656
H 3.515 2.765 -0.104
H 2.807 4.105 -1.035
*
```

A molecular structure, C21H33GaSbSi2Te in a non-equilibrium geometry, computed with the ωB97M-V functional and the def2-TZVPD basis.

Largest force on an atom (eV/A): 2.11
Energy (eV): -104268.200
Kohn-Sham gap (eV): 7.24

The geometry in ORCA input format:
```
! RIJCOSX wB97M-V def2-TZVPD def2/J DEFGRID3
* xyz 1 1
Ga 8.176 11.591 9.711
C 5.988 9.254 8.062
Si 7.542 9.264 9.124
C 7.390 7.948 10.450
C 9.174 9.011 8.142
C 9.218 7.822 7.380
C 10.285 7.519 6.561
C 11.373 8.406 6.507
C 11.420 9.536 7.309
C 10.309 9.928 8.092
Si 10.554 11.549 9.076
C 10.894 12.936 7.846
C 12.105 11.378 10.217
H 5.911 8.319 7.507
H 5.964 10.062 7.343
H 5.117 9.314 8.744
H 6.861 7.111 10.001
H 6.847 8.242 11.335
H 8.348 7.667 10.830
H 8.364 7.130 7.486
H 10.317 6.699 5.859
H 12.162 8.168 5.816
H 12.293 10.160 7.288
H 11.919 12.856 7.439
H 10.829 13.918 8.297
H 10.150 12.879 7.027
H 12.938 11.527 9.568
H 12.174 10.412 10.698
H 12.143 12.162 10.950
C 7.536 14.448 6.827
Te 6.704 13.420 8.517
C 7.127 15.236 9.526
C 6.877 16.266 8.459
C 6.419 17.551 8.746
C 6.322 18.536 7.761
C 6.644 18.198 6.472
C 7.049 16.880 6.166
C 7.108 15.891 7.122
H 7.102 14.050 5.925
H 8.611 14.330 6.847
H 8.183 15.182 9.854
H 6.448 15.350 10.394
H 6.190 17.843 9.780
H 5.973 19.533 8.041
H 6.655 18.967 5.699
H 7.261 16.606 5.128
C 9.061 10.657 12.523
Sb 7.631 12.358 12.302
C 8.950 13.555 13.530
C 6.174 11.425 13.568
H 8.623 9.885 13.153
H 9.972 10.974 12.948
H 9.345 10.210 11.570
H 9.658 12.887 13.976
H 8.417 14.126 14.298
H 9.505 14.221 12.927
H 6.631 10.595 14.067
H 5.412 11.044 12.907
H 5.641 12.126 14.232
*
```

5 unconnected molecules or ions with the total composition H10O5 in a non-equilibrium geometry, computed with the ωB97M-V functional and the def2-TZVPD basis.

ΔE to the lowest compared entry with this formula, charge and spin (kJ/mol): 110.4
Largest force on an atom (eV/A): 1.05
Energy (eV): -10399.705
SMILES: O.O.O.O.O
Kohn-Sham gap (eV): 10.19

The geometry in ORCA input format:
```
! RIJCOSX wB97M-V def2-TZVPD def2/J DEFGRID3
* xyz 0 1
O 1.959 2.720 -0.393
H 2.438 2.354 -1.136
H 1.453 1.984 -0.047
O -1.366 -1.164 1.333
H -2.268 -0.999 1.608
H -1.208 -2.079 1.562
O -1.372 -0.587 -1.933
H -2.192 -0.572 -1.439
H -1.452 -1.349 -2.508
O 1.994 -0.853 0.568
H 1.261 -0.243 0.482
H 1.609 -1.715 0.410
O 0.079 0.966 0.448
H -0.596 0.846 -0.219
H -0.339 0.692 1.265
*
```